100
Properties=species:S:1:pos:R:3:lowdin_charge:R:1 method="wB97M-V/def2-TZVPD" orbital_gap_ev=4.8 charge=-1 multiplicity=1
C -5.66822 1.49671 3.42985 -0.0954
C -4.92795 0.91216 2.38751 -0.0617
C -3.60099 0.51253 2.60300 0.0247
C -3.05224 0.71812 3.87663 -0.1802
N -1.70520 0.44437 4.16298 0.0004
C -0.71290 0.04225 3.39556 0.0210
N 0.42698 0.17969 4.11987 0.1192
C 1.74209 0.28183 3.59417 -0.1750
C 1.95826 -0.17337 2.29493 0.0269
C 3.23498 -0.10835 1.73174 -0.0361
C 4.27898 0.48202 2.45601 -0.0836
C 4.04107 1.01307 3.72756 -0.0786
C 2.75762 0.93378 4.29113 -0.0336
C 0.00847 0.47546 5.44874 -0.1686
C 0.79480 0.43605 6.68036 -0.1679
C 0.37285 1.28210 7.72904 -0.0268
C 0.99502 1.22043 8.97417 -0.0803
C 2.03227 0.30238 9.19766 -0.0849
C 2.45283 -0.54763 8.16502 -0.0750
C 1.84202 -0.48863 6.91273 -0.0302
N -1.28675 0.68356 5.45729 0.1784
C -3.77241 1.28412 4.91779 -0.0323
C -5.09561 1.67868 4.69891 -0.0825
H -6.69915 1.81063 3.25198 0.0970
H -5.39044 0.77309 1.40825 0.1089
H -2.98313 0.04627 1.82890 0.1004
H 1.12052 -0.57568 1.72124 0.0917
H 3.40156 -0.51722 0.73288 0.1090
H 5.27831 0.53090 2.02090 0.1012
H 4.84273 1.48849 4.29210 0.0998
H 2.55991 1.37895 5.26507 0.1047
H -0.44691 1.97628 7.53808 0.1133
H 0.66375 1.88547 9.77345 0.1025
H 2.50920 0.24489 10.17830 0.1007
H 3.25824 -1.26456 8.33565 0.1063
H 2.16018 -1.15196 6.10663 0.1243
H -3.26864 1.42492 5.87180 0.0975
H -5.65361 2.12267 5.52258 0.0980
O -3.74417 -2.85281 -0.66470 0.1235
C -2.81682 -2.29053 -1.06784 -0.1214
Co -1.39067 -1.44878 -1.63560 0.0539
C -0.26606 -2.83260 -1.81827 -0.1711
O 0.24912 -3.83987 -2.07638 0.1020
C -1.97504 -1.39878 -3.30173 -0.1655
O -2.44271 -1.51909 -4.35544 0.1035
C -1.02368 0.17368 -0.95647 -0.2753
C -1.09907 -0.81434 0.02154 -0.3066
C -0.95568 -1.16087 1.30814 -0.1905
C -0.73472 -2.56631 1.60911 -0.2521
C -1.56635 -3.31020 2.47245 -0.0541
C -1.43858 -4.69609 2.54388 -0.1159
C -0.42911 -5.35591 1.83057 -0.1220
C 0.44702 -4.62009 1.02630 -0.0994
C 0.31434 -3.24199 0.94359 -0.0720
Co 0.54576 -0.02815 -2.05587 -0.0861
C 1.84321 -1.17415 -2.05305 -0.2842
O 2.77000 -1.87594 -2.00626 0.0383
C 1.07384 1.43779 -1.32353 -0.2508
O 1.41099 2.42270 -0.80568 0.0645
P 0.42519 0.56291 -4.05382 1.0076
C 0.75031 -0.56946 -5.45863 -0.3262
C 1.02542 -0.04709 -6.73323 -0.1010
C 1.30784 -0.90627 -7.79877 -0.0902
C 1.32784 -2.29005 -7.58925 -0.1004
C 1.08010 -2.80840 -6.31612 -0.0760
C 0.78423 -1.95333 -5.24779 -0.0696
C -1.11370 1.43580 -4.54731 -0.3326
C -1.80689 1.12960 -5.72515 -0.0939
C -2.98657 1.80849 -6.04160 -0.0878
C -3.49424 2.77696 -5.17091 -0.1043
C -2.82529 3.06083 -3.97724 -0.0860
C -1.63175 2.39967 -3.66632 -0.0955
C 1.75152 1.80209 -4.39223 -0.3272
C 1.48010 3.12461 -4.76222 -0.0811
C 2.53343 4.03652 -4.90423 -0.0944
C 3.85248 3.62701 -4.69110 -0.1094
C 4.12634 2.29657 -4.35734 -0.0874
C 3.07929 1.38132 -4.21966 -0.0848
H -1.54380 1.13090 -0.90839 0.0602
H -0.81849 -0.18360 2.29223 0.0006
H -2.33522 -2.76499 3.02587 0.0982
H -2.13782 -5.27006 3.15344 0.0884
H -0.32912 -6.44095 1.88270 0.0852
H 1.22873 -5.11672 0.45018 0.1016
H 1.03920 -2.63672 0.38747 0.1031
H 1.02137 1.03379 -6.89029 0.1109
H 1.51283 -0.49068 -8.78611 0.0960
H 1.54197 -2.96286 -8.42165 0.0946
H 1.11457 -3.88507 -6.14448 0.1028
H 0.58956 -2.35825 -4.24820 0.0776
H -1.42389 0.36892 -6.40345 0.0952
H -3.50739 1.56692 -6.96919 0.0976
H -4.41525 3.30572 -5.42168 0.0930
H -3.22223 3.79842 -3.27888 0.0982
H -1.10365 2.63415 -2.73685 0.1005
H 0.45276 3.44620 -4.93564 0.0966
H 2.31263 5.06861 -5.17894 0.0949
H 4.67039 4.34285 -4.78469 0.0918
H 5.15308 1.96510 -4.19760 0.0978
H 3.29403 0.33841 -3.96812 0.1037



12
Properties=species:S:1:pos:R:3:lowdin_charge:R:1 method="wB97M-V/def2-TZVPD" orbital_gap_ev=5.9 charge=0 multiplicity=1
C -0.13496 2.03944 0.23862 -0.3131
C 0.99345 1.39948 -0.19798 -0.1730
O -1.37114 -3.30842 -1.85915 -0.0254
C -0.81577 -2.96816 -0.80025 -0.9955
O 0.45530 -3.20673 -0.54526 -0.4284
O -1.31773 -2.08227 0.03443 -0.4268
O -0.27704 2.71751 1.34879 0.0156
H -1.08631 1.92599 -0.29008 0.1344
H 1.10936 0.96564 -1.19480 0.0657
H 1.95221 1.67497 0.25583 0.0654
Ba 0.79012 -1.28275 0.85413 1.9303
H -0.29748 2.12530 2.15571 0.1508



69
Properties=species:S:1:pos:R:3:lowdin_charge:R:1 method="wB97M-V/def2-TZVPD" orbital_gap_ev=6.6 charge=0 multiplicity=1
Lu 0.37142 0.84467 0.20935 0.9211
C 1.04041 4.73463 3.83118 -0.0416
C 2.09386 3.89606 3.13823 -0.4027
C 2.54679 2.72373 3.96678 -0.0423
O 1.64962 3.33666 1.85714 -0.1978
P 0.52321 3.74095 0.86518 0.4536
O 0.75342 2.85841 -0.33873 -0.3952
C -1.15337 3.67046 1.56200 -0.2398
P -2.24167 2.45771 0.70530 0.4299
O -1.57899 1.54344 -0.28415 -0.4936
O -3.25126 1.73521 1.60686 -0.2324
C -4.10778 2.32548 2.63078 -0.4232
C -5.52731 1.96100 2.27060 -0.0302
C -3.65800 1.74784 3.95062 -0.0490
O -3.09131 3.55000 -0.08254 -0.1914
C -3.51576 3.43260 -1.47817 -0.4053
C -4.32249 2.16847 -1.70206 -0.0340
C -2.32840 3.54715 -2.41577 -0.0472
O 0.59832 5.26690 0.55278 -0.1776
C 1.54322 6.00745 -0.30083 -0.3885
C 2.77357 6.33011 0.51734 -0.0393
C 1.85411 5.28713 -1.59495 -0.0482
H 1.51935 5.25778 4.65902 0.0954
H 0.24913 4.10624 4.24917 0.0879
H 0.59839 5.48787 3.17521 0.0770
H 2.94773 4.52085 2.88257 0.1290
H 1.71466 2.03607 4.13048 0.0574
H 2.90987 3.08385 4.93224 0.0945
H 3.35299 2.18520 3.46840 0.0850
H -1.58682 4.65433 1.40096 0.0842
H -1.09406 3.42931 2.61848 0.0332
H -3.97425 3.41026 2.61247 0.1364
H -5.58957 0.87854 2.13551 0.0873
H -5.84232 2.45230 1.35139 0.0734
H -6.20093 2.26374 3.07653 0.0895
H -3.74792 0.65882 3.91813 0.0830
H -4.28636 2.14568 4.75182 0.0885
H -2.61378 1.99143 4.15997 0.0509
H -4.14618 4.30562 -1.61042 0.1368
H -3.72802 1.28018 -1.47252 0.0874
H -4.63056 2.11300 -2.74802 0.0904
H -5.21762 2.15485 -1.08224 0.0776
H -1.70947 2.65146 -2.38147 0.0745
H -1.71302 4.41204 -2.15158 0.0766
H -2.69140 3.68484 -3.43622 0.0884
H 0.99623 6.91759 -0.52089 0.1426
H 3.29893 5.40991 0.79067 0.0821
H 2.51177 6.87283 1.42767 0.0891
H 3.45589 6.94754 -0.06938 0.0923
H 2.47581 4.40636 -1.42752 0.0844
H 2.39800 5.97849 -2.24159 0.0937
H 0.94556 4.97249 -2.10968 0.0798
S 0.17199 -2.93082 2.46512 -0.2110
Sb -1.16800 -1.44915 1.41505 -0.0850
S -0.41761 0.75812 2.49382 0.0662
S -0.40752 -1.27245 -0.88670 -0.0686
S -3.39751 -1.70719 1.58970 -0.1832
C 3.10706 -1.05882 -1.61388 -0.0221
C 3.09428 -1.07462 -0.12868 -0.4152
N 2.48948 -0.21786 0.67653 -0.0342
C 2.80498 -0.60817 1.97132 -0.1940
C 3.59686 -1.69624 1.94100 -0.0923
N 3.77630 -1.97228 0.59862 0.1172
H 2.19269 -0.61790 -1.98754 0.0288
H 3.15808 -2.07158 -2.01317 0.0899
H 3.95978 -0.49024 -1.99097 0.0849
H 2.37890 -0.11504 2.82450 0.0652
H 3.98404 -2.32421 2.72578 0.1181
H 4.27656 -2.75635 0.22068 0.1616



35
Properties=species:S:1:pos:R:3:lowdin_charge:R:1 method="wB97M-V/def2-TZVPD" orbital_gap_ev="6.1 / 6.9" charge=0 multiplicity=2
V -0.38426 -0.38740 0.43606 0.7052
Cl 3.94459 3.02206 -3.36943 0.6815
C 2.55319 2.53755 -2.47938 -0.6956
C 1.39997 3.32979 -2.50107 -0.6979
Cl 1.36834 4.78396 -3.42159 0.6803
C 0.26662 2.95161 -1.78201 -0.6183
Cl -1.17726 3.87805 -1.77711 0.7335
C 0.31986 1.77949 -1.04178 -0.3417
O -0.68695 1.27405 -0.31753 -0.2079
C 1.46053 0.97591 -1.03755 -0.3460
O 1.31415 -0.12485 -0.30586 -0.1638
C 2.59215 1.35082 -1.74777 -0.6180
Cl 3.97866 0.33970 -1.70289 0.7272
Se -0.51749 -2.91008 1.10989 0.7268
Se -2.46916 -0.01537 1.95939 0.7326
C -0.96303 0.13354 3.06554 -0.7268
C -0.90670 0.37616 4.44199 -0.0778
C 0.32506 0.51056 5.03942 -0.0509
C 1.50003 0.40737 4.28464 -0.0512
C 1.38597 0.15068 2.94123 -0.0923
N 0.18049 0.01200 2.36892 -0.1334
C -1.27616 -2.80857 -0.60627 -0.7112
C -1.80156 -3.81178 -1.42201 -0.0736
C -2.22469 -3.47464 -2.68889 -0.0489
C -2.13066 -2.15615 -3.14581 -0.0475
C -1.62708 -1.20882 -2.28631 -0.0833
N -1.23110 -1.54605 -1.05192 -0.1123
H -1.82560 0.46537 5.00339 0.1093
H 0.38792 0.70642 6.10233 0.1126
H 2.47418 0.52137 4.73593 0.1066
H 2.23439 0.04162 2.27857 0.1254
H -1.85202 -4.82645 -1.05400 0.1103
H -2.62787 -4.23798 -3.34218 0.1133
H -2.44719 -1.87800 -4.13973 0.1077
H -1.53729 -0.16195 -2.54621 0.1263



24
Properties=species:S:1:pos:R:3:lowdin_charge:R:1 method="wB97M-V/def2-TZVPD" smiles=Cc1ccc(O)cc1.CC orbital_gap_ev=9.4 charge=0 multiplicity=1
C -2.15163 -0.53674 -4.04268 -0.1858
C -2.95920 -0.92247 -2.80931 -0.1730
H -2.49556 0.39755 -4.49181 0.0619
H -1.12536 -0.39282 -3.72022 0.0494
H -2.07909 -1.28329 -4.84001 0.0622
H -2.85036 -0.10263 -2.08284 0.0649
H -2.66177 -1.90501 -2.44170 0.0624
H -4.01666 -0.98844 -3.08299 0.0581
C -0.31360 1.44738 3.31017 -0.0571
C 2.37476 -0.54162 0.57801 -0.3305
C 2.58302 -0.60495 1.95322 -0.0212
C 1.35933 0.27228 0.10668 -0.0241
C 1.77266 0.09215 2.82082 -0.0466
C 0.47870 0.86803 0.99131 -0.0541
C 0.66591 0.81724 2.36458 -0.2874
O 3.21248 -1.26909 -0.23827 0.0230
H 3.61038 -0.68682 -0.91388 0.1169
H 3.36973 -1.25484 2.30091 0.1149
H 1.31409 0.41241 -0.96003 0.1095
H 2.08940 0.12123 3.85888 0.1127
H -0.48653 1.23410 0.66746 0.1103
H -0.87132 2.22506 2.78197 0.0756
H 0.19006 1.88558 4.17833 0.0794
H -1.00945 0.71573 3.71139 0.0786



31
Properties=species:S:1:pos:R:3:lowdin_charge:R:1 method="wB97M-V/def2-TZVPD" orbital_gap_ev="5.3 / 4.8" charge=+2 multiplicity=4
Tc -0.07110 -0.07090 0.00230 1.0057
C 4.26960 -0.61120 0.00000 0.0174
C 2.90240 -0.88830 -0.00010 -0.0834
N 1.97460 0.06140 -0.00010 -0.1043
C 2.37370 1.36360 -0.00010 -0.1408
C 3.73610 1.73660 0.00000 -0.1084
C 4.69140 0.70100 0.00000 0.0720
C 4.08060 3.11940 0.00000 0.0289
C 3.11940 4.08070 0.00000 0.0289
C 1.73650 3.73620 -0.00010 -0.1084
C 0.70100 4.69160 0.00000 0.0720
C -0.61120 4.26980 -0.00010 0.0173
C -0.88830 2.90270 -0.00010 -0.0835
N 0.06130 1.97480 -0.00010 -0.1043
C 1.36350 2.37390 -0.00010 -0.1409
H 4.97150 -1.43120 0.00000 0.1334
H 2.55800 -1.91460 0.00000 0.0934
H 5.74270 0.94980 0.00000 0.1444
H 5.12640 3.38580 0.00000 0.1368
H 3.38580 5.12650 0.00000 0.1368
H 0.94990 5.74290 0.00000 0.1444
H -1.43110 4.97180 0.00000 0.1334
H -1.91480 2.55830 -0.00010 0.0935
S -2.39380 -0.19890 -0.00030 0.8237
C -2.82980 -1.83700 -0.00210 -0.6195
C -4.20560 -2.16500 -0.00350 -0.1999
N -5.32830 -2.38340 -0.00460 0.3035
C -1.83660 -2.83000 -0.00200 -0.6197
S -0.19860 -2.39380 -0.00020 0.8238
C -2.16420 -4.20580 -0.00340 -0.1999
N -2.38200 -5.32880 -0.00440 0.3036



84
Properties=species:S:1:pos:R:3:lowdin_charge:R:1 method="wB97M-V/def2-TZVPD" orbital_gap_ev="8.6 / 2.6" charge=+1 multiplicity=2
C -3.29136 2.02777 2.57248 -0.0235
O -3.18800 2.79740 3.79202 0.0176
C -2.01808 3.16966 4.29058 -0.5571
O -0.88800 2.82964 3.92782 0.0759
O -2.34147 3.84026 5.41626 -0.0067
C -1.33007 4.10527 6.41888 -0.0054
H -4.32631 1.79147 2.32522 0.0976
H -2.82355 1.04339 2.55689 0.0875
H -2.83678 2.59687 1.76156 0.0835
H -1.51388 5.12162 6.76721 0.0975
H -0.31901 3.98939 6.02846 0.0860
H -1.52792 3.39253 7.21948 0.0995
C 2.52794 1.22396 5.71471 -0.0576
O 2.96731 1.90991 6.84560 0.0132
C 2.95465 1.32020 8.02120 -0.6029
O 2.61532 0.16208 8.31708 0.0916
O 3.60751 2.14747 8.77081 0.0161
C 3.87272 1.89053 10.10953 -0.0399
H 1.80334 0.43143 5.90165 0.0995
H 3.40934 0.93395 5.14276 0.1012
H 1.94889 1.93653 5.12731 0.0778
H 3.56362 0.88591 10.39814 0.0946
H 3.24613 2.64668 10.58252 0.1048
H 4.92555 1.91705 10.39053 0.1010
C 1.94750 -2.74624 0.24321 -0.0426
O 1.00231 -3.77584 0.09672 -0.0080
C 0.51512 -4.16329 -1.13962 -0.5159
O 0.83743 -3.64826 -2.20427 0.0832
O -0.39966 -5.14592 -0.99798 -0.0171
C -1.10450 -5.75152 -2.13084 0.0157
H 2.47303 -2.82235 1.19511 0.1104
H 1.46422 -1.77457 0.14125 0.0635
H 2.68471 -2.71044 -0.55888 0.0938
H -2.02025 -6.21409 -1.76268 0.1039
H -0.34974 -6.39473 -2.58330 0.1008
H -1.25613 -4.96555 -2.87068 0.0839
C -3.43569 3.21388 -1.99224 -0.0104
O -2.02363 2.87244 -2.00651 -0.0184
C -1.23100 3.67592 -2.69341 -0.5901
O -1.54083 4.72067 -3.27595 0.1280
O -0.00161 3.17422 -2.61424 -0.0467
C 1.05776 3.53241 -3.49272 -0.0208
H -3.89038 3.21339 -2.98287 0.1031
H -3.70588 4.17010 -1.54421 0.1025
H -3.85431 2.40528 -1.39305 0.0900
H 0.82950 3.21925 -4.51151 0.1085
H 1.94404 2.99228 -3.15976 0.0895
H 1.21346 4.60942 -3.43027 0.1082
C 0.50648 1.53062 1.44039 -0.0096
O 1.27513 1.16271 0.30852 0.0962
C 0.70255 0.50931 -0.75071 -0.4635
O -0.50468 0.25590 -0.85260 0.4216
O 1.54578 0.49188 -1.72496 0.1130
C 1.14405 0.11633 -3.03706 0.0334
H 1.02887 1.56290 2.39651 0.1044
H -0.12616 0.65514 1.58673 0.1034
H -0.07132 2.45444 1.41199 0.1066
H 0.35431 0.76606 -3.41422 0.1059
H 0.90598 -0.93952 -3.16587 0.1157
H 2.01253 0.38026 -3.64053 0.1104
C 3.98713 -4.13142 -3.59367 -0.0257
O 4.43081 -2.76788 -3.52191 0.0047
C 4.22427 -1.97001 -4.55564 -0.5942
O 3.75412 -2.29255 -5.67972 0.0803
O 4.79161 -0.84129 -4.23082 -0.0086
C 5.01344 0.13726 -5.18616 -0.0512
H 4.86576 -4.73617 -3.81816 0.1024
H 3.18091 -4.35384 -4.29270 0.0974
H 3.58767 -4.42063 -2.62162 0.0774
H 4.03336 0.35570 -5.61022 0.0943
H 5.65103 -0.24741 -5.98215 0.1075
H 5.53823 0.99144 -4.75828 0.1019
C -3.22588 -1.44898 -2.90825 -0.0389
O -4.38951 -2.19627 -2.49648 -0.0131
C -5.28507 -2.65807 -3.40311 -0.5456
O -5.24517 -2.45813 -4.62710 0.0966
O -6.28823 -3.20019 -2.71175 0.0023
C -7.46299 -3.64422 -3.36516 -0.0398
H -2.63178 -2.08599 -3.56350 0.0965
H -2.71808 -0.95902 -2.07748 0.0711
H -3.42434 -0.55692 -3.50233 0.0880
H -7.31116 -4.68914 -3.63571 0.1018
H -7.63934 -3.11156 -4.29965 0.0921
H -8.40327 -3.45807 -2.84621 0.0986



18
Properties=species:S:1:pos:R:3:lowdin_charge:R:1 method="wB97M-V/def2-TZVPD" smiles="[NH3+][C@H](CCO)C(=O)O" orbital_gap_ev=11.6 charge=+1 multiplicity=1
O 0.48272 2.64276 -0.22577 0.1854
C -0.17658 1.67481 0.01367 -0.4859
O -1.43974 1.75545 0.51174 0.1308
C 0.26735 0.31946 -0.35285 -0.1828
C 0.76751 -0.54323 0.83831 -0.0802
C 1.15933 -1.96026 0.43113 -0.1743
O -0.01590 -2.59267 -0.08994 -0.0668
N -0.83785 -0.46979 -0.99115 0.2318
H -1.48714 2.52884 1.06330 0.1335
H 1.07404 0.47300 -1.06608 0.1733
H 1.70556 -0.10446 1.17212 0.1449
H -0.02578 -0.47773 1.57545 0.1391
H 1.98241 -1.96193 -0.28081 0.1385
H 1.41017 -2.46941 1.36018 0.1354
H 0.16375 -3.40650 -0.55010 0.1218
H -0.88834 -1.45377 -0.65933 0.1021
H -0.78196 -0.56077 -2.00849 0.1857
H -1.76402 -0.07391 -0.84098 0.1675



Record-wise energy values, in eV: -153770.716 -12058.564 -135565.438 -230269.305 -11607.157 -46533.220 -65442.360 -11936.130